Record 1
A cluster of 14 separate species, C4H35N2O15 in total at a distorted geometry. Source: OMol25; level of theory: the ωB97M-V functional and the def2-TZVPD basis.

Geometry as ORCA input:
```
! RIJCOSX wB97M-V def2-TZVPD def2/J DEFGRID3
* xyz -1 1
C -1.698 -0.848 0.391
O -1.707 -1.441 1.619
C -0.183 -0.733 -0.232
C -0.209 -0.440 -1.731
C 1.056 0.206 -2.236
N 0.957 0.418 -3.597
O 2.026 0.478 -1.570
N 0.511 -2.017 -0.032
H -2.144 0.171 0.587
H -2.321 -1.377 -0.339
H 0.360 -0.036 0.369
H -0.996 0.322 -1.837
H -0.621 -1.252 -2.345
H 1.711 0.991 -3.952
H 0.155 0.530 -4.223
H -0.085 -2.793 -0.334
H 0.635 -2.213 0.955
H -2.768 1.107 -3.938
H -1.835 2.073 -3.213
O -1.842 1.359 -3.869
H -0.758 -1.188 2.522
H 0.229 -1.237 3.940
O 0.235 -0.957 3.018
H 0.750 1.631 0.911
H -0.324 2.529 1.520
O 0.409 2.529 0.856
H 2.757 -1.289 -0.812
H 2.691 -2.796 -0.451
O 3.291 -2.055 -0.567
H 1.489 0.091 2.177
H 2.485 -0.324 3.069
O 2.257 0.507 2.621
H 4.078 0.234 1.820
H 4.785 -0.963 1.343
O 4.981 -0.043 1.581
H -1.042 -3.479 -2.003
H -2.196 -4.215 -1.576
O -1.833 -3.857 -2.406
H 0.022 0.879 3.822
H 1.293 1.520 4.210
O 0.349 1.556 4.436
H -0.967 3.832 -1.903
H -0.567 2.853 -0.663
O -0.907 2.937 -1.585
H -1.287 2.571 3.784
H -2.103 1.935 2.680
O -1.506 2.676 2.845
H -2.910 -3.500 0.351
H -1.657 -3.011 1.182
O -2.105 -3.830 0.764
H 3.352 2.089 -0.989
H 1.950 2.674 -0.822
O 2.861 2.917 -1.013
H -3.049 0.415 -2.021
H -4.093 1.142 -1.134
O -3.963 0.718 -1.983
*
```

Values from the calculation:
HOMO level = -5.959 eV
LUMO = 0.0883 hartree
ΔE to the lowest compared entry with this formula, charge and spin = 138.07 kJ/mol

***

Record 2
A cluster of 13 separate species, C4H36N2O12S in total at a distorted geometry. Source: OMol25; level of theory: the ωB97M-V functional and the def2-TZVPD basis.

Geometry as ORCA input:
```
! RIJCOSX wB97M-V def2-TZVPD def2/J DEFGRID3
* xyz 0 1
C -0.065 0.225 -1.688
N -0.534 -0.791 -0.635
C -1.288 -1.929 -1.225
C -0.152 -3.063 -1.290
S -0.115 -3.454 0.489
C -1.893 -1.908 -2.890
N -2.796 -0.703 -3.138
H 0.875 0.761 -1.321
H -0.628 1.232 -1.619
H -0.057 -0.286 -2.646
H -1.053 -0.132 0.029
H -2.181 -2.240 -0.750
H 0.782 -2.746 -1.624
H -0.413 -3.927 -2.052
H 0.283 -4.774 0.670
H -0.984 -1.827 -3.484
H -2.523 -2.729 -3.001
H -3.305 -0.411 -2.363
H -2.381 0.114 -3.674
H 0.321 -1.422 4.028
H 0.073 -0.624 2.704
O 0.428 -0.659 3.557
H -0.539 2.960 0.604
H -1.566 2.427 1.435
O -1.243 2.451 0.453
H -0.756 1.016 -4.988
H -0.700 2.415 -4.449
O -0.263 1.864 -4.941
H 1.939 1.850 4.951
H 3.263 1.575 4.054
O 2.398 2.047 4.150
H 0.887 1.568 3.008
H -0.617 1.863 2.837
O 0.166 1.467 2.367
H 1.210 -0.798 0.038
H 2.054 0.065 0.885
O 2.068 -0.618 0.346
H 3.277 -2.423 -3.469
H 1.833 -2.619 -3.359
O 2.621 -2.626 -4.053
H 0.482 5.006 2.469
H 0.800 3.550 2.223
O 0.298 4.322 1.837
H 2.293 -0.416 3.543
H 3.471 -1.315 3.067
O 3.097 -0.383 3.105
H -4.014 1.375 -0.183
H -2.826 0.541 0.273
O -3.508 0.612 -0.437
H -3.275 2.492 3.329
H -3.147 3.497 2.306
O -3.142 2.472 2.403
H 3.710 -2.239 -1.102
H 3.317 -1.117 -0.112
O 4.017 -1.584 -0.662
*
```

Values from the calculation:
HOMO level = -8.235 eV
LUMO = -0.0165 hartree
ΔE to the lowest compared entry with this formula, charge and spin = 626.24 kJ/mol

***

Record 3
A cluster of 14 separate species, C4H36NO16 in total at a distorted geometry. Source: OMol25; level of theory: the ωB97M-V functional and the def2-TZVPD basis.

Geometry as ORCA input:
```
! RIJCOSX wB97M-V def2-TZVPD def2/J DEFGRID3
* xyz 1 1
O 0.758 -1.468 -1.042
C 0.563 -0.297 -0.894
O 1.141 0.640 -1.623
C -0.673 0.529 -0.251
C -1.916 -0.437 -0.216
C -2.408 -0.425 -1.720
O -1.940 0.681 -2.523
N -0.310 1.145 1.130
H 1.883 0.581 -2.116
H -1.123 1.395 -0.781
H -1.577 -1.295 0.392
H -2.702 0.131 0.296
H -2.198 -1.295 -2.265
H -3.450 -0.157 -1.871
H -1.047 0.602 -2.779
H -0.115 0.246 1.594
H -1.078 1.617 1.566
H 0.506 1.894 1.077
H -0.934 -1.424 -5.171
H -1.365 -0.231 -4.381
O -1.353 -0.594 -5.275
H 2.132 3.690 -1.957
H 2.662 3.027 -0.697
O 2.053 3.730 -1.025
H 0.729 -2.668 1.102
H 0.164 -2.184 2.400
O 0.254 -1.875 1.511
H 1.947 0.771 4.510
H 2.907 0.123 3.415
O 2.171 0.695 3.565
H 3.687 -1.692 -0.411
H 4.495 -1.783 -1.704
O 3.688 -1.261 -1.284
H -3.591 2.650 0.868
H -4.300 2.165 2.062
O -3.392 2.501 1.823
H 0.227 4.583 0.857
H 0.425 3.577 -0.262
O -0.321 3.960 0.303
H 1.058 3.967 2.693
H 1.926 2.768 2.772
O 1.363 3.301 2.217
H 0.765 -4.762 -2.137
H 1.733 -3.519 -2.328
O 1.293 -4.107 -1.788
H 1.310 -3.876 0.208
H 1.759 -5.157 1.167
O 1.441 -4.265 1.130
H -2.337 3.400 -0.812
H -2.864 2.568 -2.021
O -2.936 2.683 -1.125
H 2.633 -3.035 1.998
H 2.285 -1.654 1.348
O 2.943 -2.069 1.892
H -2.690 -3.418 2.153
H -2.997 -1.880 2.389
O -3.288 -2.792 2.016
*
```

Values from the calculation:
HOMO level = -13.631 eV
LUMO = -0.0987 hartree
ΔE to the lowest compared entry with this formula, charge and spin = 317.69 kJ/mol

***

Record 4
A cluster of 14 separate species, C4H37N2O15 in total at a distorted geometry. Source: OMol25; level of theory: the ωB97M-V functional and the def2-TZVPD basis.

Geometry as ORCA input:
```
! RIJCOSX wB97M-V def2-TZVPD def2/J DEFGRID3
* xyz 1 1
N -1.919 0.898 0.142
C -0.983 1.333 1.278
C -1.198 0.318 2.433
O -2.590 0.084 2.453
C 0.461 1.112 0.682
N 1.647 1.703 1.082
C 1.781 2.608 2.171
O 0.429 0.283 -0.228
H -1.748 1.813 -0.470
H -2.997 0.895 0.487
H -1.616 -0.073 -0.146
H -1.221 2.474 1.420
H -0.633 -0.656 2.090
H -0.860 0.618 3.370
H -3.016 0.552 3.185
H 2.439 1.434 0.525
H 2.922 2.332 2.592
H 1.137 2.423 3.005
H 1.774 3.733 1.838
H 1.522 -0.702 3.462
H 1.381 -0.851 5.113
O 1.482 -0.238 4.346
H 2.624 4.065 -1.221
H 2.226 2.968 -2.368
O 2.007 3.907 -2.006
H 0.022 1.253 -5.095
H -0.428 1.169 -3.761
O 0.144 0.806 -4.299
H 2.409 -3.094 -2.264
H 2.518 -4.600 -1.900
O 2.919 -3.939 -2.504
H 1.615 0.263 -1.967
H 2.473 -0.140 -2.988
O 2.434 -0.061 -1.981
H 2.275 -1.850 1.099
H 3.112 -2.196 2.229
O 2.185 -2.163 2.013
H -5.287 1.192 3.312
H -4.944 -0.187 3.638
O -4.717 0.676 3.976
H -1.988 -0.548 -3.999
H -2.350 -1.803 -3.082
O -2.489 -0.852 -3.313
H 0.206 3.787 -2.086
H -1.165 4.053 -2.654
O -0.718 3.492 -2.064
H -2.323 -3.581 -0.227
H -0.703 -3.477 -0.204
O -1.513 -3.099 -0.524
H 0.601 -5.735 -0.098
H 1.138 -4.775 1.024
O 0.478 -4.847 0.315
H -3.502 0.196 -2.326
H -4.551 1.200 -1.949
O -3.768 0.853 -1.621
H 4.194 -2.200 -0.918
H 3.162 -1.055 -0.757
O 3.509 -1.768 -0.263
*
```

Values from the calculation:
HOMO level = -12.984 eV
LUMO = -0.0877 hartree
ΔE to the lowest compared entry with this formula, charge and spin = 290.13 kJ/mol

***

Record 5
A cluster of 14 separate species, C4H37NO13S in total at a distorted geometry. Source: OMol25; level of theory: the ωB97M-V functional and the def2-TZVPD basis.

Geometry as ORCA input:
```
! RIJCOSX wB97M-V def2-TZVPD def2/J DEFGRID3
* xyz -1 2
C -1.641 3.043 -0.361
C -0.232 2.482 0.129
C 0.075 2.798 1.573
S 1.612 2.059 2.265
C 1.095 0.250 2.437
N -2.249 2.173 -1.395
H -2.356 3.066 0.593
H -1.555 3.983 -0.866
H -0.203 1.353 0.136
H 0.463 2.859 -0.635
H 0.147 3.789 2.038
H -0.768 2.377 2.118
H 1.974 -0.289 2.612
H 0.582 -0.082 1.498
H 0.304 0.077 3.192
H -2.589 1.218 -1.234
H -3.027 2.569 -1.877
H -4.879 -1.598 -0.501
H -5.656 -1.155 -1.772
O -4.708 -1.227 -1.413
H 2.194 3.164 -2.452
H 2.445 3.958 -1.200
O 2.832 3.800 -2.063
H 1.780 -1.635 -1.461
H 0.352 -1.875 -1.997
O 1.284 -2.011 -2.183
H -3.003 0.546 1.873
H -3.974 1.797 1.555
O -3.440 1.373 2.230
H -0.715 0.522 -1.857
H -1.528 -0.669 -1.424
O -0.640 -0.418 -1.661
H 1.755 -1.060 0.291
H 2.478 -0.195 -0.621
O 2.680 -0.960 -0.027
H 2.446 -3.356 -2.900
H 3.651 -3.371 -1.860
O 3.114 -3.931 -2.525
H -1.550 -0.802 0.831
H -3.065 -0.817 0.425
O -2.304 -0.256 0.588
H 4.266 -0.179 0.311
H 5.352 0.242 1.369
O 5.215 0.023 0.445
H 0.787 -5.090 -0.932
H 2.032 -4.121 -1.122
O 1.360 -4.459 -0.521
H 4.974 0.812 -1.412
H 4.011 2.027 -1.485
O 4.041 1.082 -1.430
H -0.036 -3.205 2.514
H -0.219 -3.220 0.962
O -0.692 -2.982 1.786
H -4.992 -0.783 2.455
H -4.786 -2.153 2.819
O -4.494 -1.540 2.143
*
```

Values from the calculation:
HOMO level (spin up / spin down) = 0.110 / -6.702 eV
LUMO (spin up / spin down) = 0.0798 / 0.0792 hartree
⟨S²⟩ = 0.75

***

Record 6
A cluster of 15 separate species, C4H37NO16 in total at a distorted geometry. Source: OMol25; level of theory: the ωB97M-V functional and the def2-TZVPD basis.

Geometry as ORCA input:
```
! RIJCOSX wB97M-V def2-TZVPD def2/J DEFGRID3
* xyz 0 1
C -1.403 0.310 2.023
C 0.017 0.923 1.828
C 0.508 1.727 3.009
O 0.880 -0.144 1.394
C -1.421 -0.933 1.119
N -1.824 -0.670 -0.138
O -1.295 -2.076 1.548
H -1.519 0.029 3.069
H -2.140 1.037 1.698
H -0.035 1.482 0.879
H 0.252 1.038 3.829
H 1.587 1.858 3.095
H 0.009 2.668 3.206
H 1.171 -0.716 2.134
H -2.027 0.290 -0.379
H -1.696 -1.361 -0.863
H -0.583 -4.120 -1.668
H 0.303 -3.253 -0.979
O -0.419 -3.164 -1.655
H -3.829 0.011 0.245
H -4.729 -0.377 1.382
O -4.665 0.264 0.667
H 0.795 -4.541 0.868
H 0.037 -3.192 1.105
O 0.838 -3.597 0.713
H 1.661 0.164 -0.196
H 1.917 -0.096 -1.722
O 1.525 0.516 -1.100
H -0.290 3.986 -1.506
H -1.226 4.996 -2.051
O -1.096 4.474 -1.251
H 1.500 -1.025 -4.712
H 2.527 -0.487 -3.828
O 2.458 -0.919 -4.684
H 2.043 3.751 -0.036
H 2.090 2.220 -0.387
O 2.081 3.112 -0.756
H -2.672 1.661 -2.680
H -2.290 2.408 -1.392
O -2.713 1.608 -1.732
H -3.655 3.008 0.800
H -2.308 3.643 1.091
O -2.953 3.031 1.451
H -0.330 2.334 -3.681
H -0.230 1.642 -2.283
O -0.611 2.382 -2.761
H 3.516 -1.091 1.235
H 2.297 -1.569 0.604
O 3.159 -1.269 0.355
H 1.710 -3.036 2.799
H 0.477 -2.455 3.152
O 1.378 -2.159 3.040
H -1.314 -1.764 -4.356
H -0.370 -2.356 -3.082
O -0.540 -1.705 -3.800
H 4.928 -2.416 2.256
H 4.073 -2.893 1.117
O 4.450 -3.189 1.967
*
```

Values from the calculation:
HOMO level = -10.335 eV
LUMO = -0.0017 hartree
ΔE to the lowest compared entry with this formula, charge and spin = 328.32 kJ/mol

***

Record 7
A cluster of 14 separate species, C4H38N2O13S in total at a distorted geometry. Source: OMol25; level of theory: the ωB97M-V functional and the def2-TZVPD basis.

Geometry as ORCA input:
```
! RIJCOSX wB97M-V def2-TZVPD def2/J DEFGRID3
* xyz 0 1
N 0.453 0.861 2.006
C 1.079 0.594 0.690
C 2.011 -0.610 0.745
S 3.482 -0.248 1.769
C -0.059 0.356 -0.322
N -0.190 1.509 -1.238
C -1.557 1.744 -1.700
H 1.120 1.270 2.666
H 0.114 -0.006 2.392
H 1.654 1.496 0.413
H 1.521 -1.493 1.151
H 2.364 -0.888 -0.238
H 3.462 -1.287 2.603
H -1.004 0.106 0.136
H 0.159 -0.539 -0.945
H 0.160 2.337 -0.790
H -1.993 0.853 -2.180
H -1.536 2.476 -2.507
H -2.255 2.088 -0.932
H -1.697 2.468 2.266
H -0.282 2.305 2.700
O -0.882 3.007 2.414
H 0.200 4.928 0.179
H -0.070 3.666 1.037
O 0.390 3.985 0.224
H -4.236 -0.729 0.359
H -3.273 -0.583 -0.898
O -3.753 -0.107 -0.193
H 0.399 -0.969 -3.274
H -0.052 -2.319 -4.007
O -0.113 -1.868 -3.153
H -0.832 -3.035 1.523
H -0.202 -3.674 2.759
O -0.454 -2.814 2.407
H 0.556 0.980 -2.920
H 1.999 0.502 -3.212
O 1.062 0.416 -3.552
H 1.855 3.307 -0.280
H 3.375 3.534 -0.267
O 2.721 2.853 -0.451
H -2.284 -2.097 2.874
H -2.857 -0.772 2.359
O -3.032 -1.741 2.378
H -2.637 -2.722 0.978
H -2.217 -2.652 -0.561
O -2.102 -3.166 0.272
H -1.576 -1.617 -2.404
H -3.052 -2.135 -2.663
O -2.488 -1.756 -1.979
H -1.470 0.644 1.734
H -2.918 0.692 1.026
O -2.412 0.855 1.878
H 3.837 0.385 -1.770
H 3.017 1.710 -1.689
O 3.349 1.019 -2.310
H 0.510 -2.866 -1.828
H -0.232 -3.559 -0.600
O 0.614 -3.418 -1.035
*
```

Values from the calculation:
HOMO level = -9.252 eV
LUMO = 0.0097 hartree
ΔE to the lowest compared entry with this formula, charge and spin = 0.00 kJ/mol

***

Record 8
A cluster of 14 separate species, C4H38N3O13 in total at a distorted geometry. Source: OMol25; level of theory: the ωB97M-V functional and the def2-TZVPD basis.

Geometry as ORCA input:
```
! RIJCOSX wB97M-V def2-TZVPD def2/J DEFGRID3
* xyz 1 1
C 2.429 2.226 -2.577
C 1.226 1.284 -3.039
C 0.704 0.525 -1.846
C -0.296 0.913 -1.048
N -0.893 0.206 -0.023
N 1.076 -0.925 -1.816
N 2.326 2.553 -1.175
H 2.126 3.172 -3.038
H 3.359 1.903 -3.051
H 1.633 0.550 -3.736
H 0.462 1.890 -3.492
H -0.333 1.995 -1.008
H -1.241 -0.724 -0.180
H -1.374 0.777 0.642
H 1.731 -1.160 -2.552
H 0.277 -1.563 -1.771
H 1.523 -0.965 -0.904
H 2.850 3.370 -0.901
H 2.562 1.799 -0.538
H -3.640 2.973 -1.420
H -4.080 2.905 0.124
O -3.547 2.525 -0.580
H 1.642 -1.800 2.518
H 1.054 -0.909 1.413
O 1.795 -1.501 1.600
H -4.257 -0.611 -0.881
H -4.188 0.769 -0.193
O -3.904 -0.158 -0.112
H -0.398 1.361 2.570
H -0.252 0.430 3.756
O 0.224 1.106 3.258
H -1.461 -2.571 -2.713
H -1.854 -2.616 -1.245
O -2.074 -2.182 -2.077
H -2.004 -2.827 1.767
H -1.225 -1.445 1.920
O -1.157 -2.379 1.674
H -0.034 -3.247 0.188
H 0.939 -3.786 -0.794
O 0.074 -3.352 -0.775
H -0.301 -2.515 3.375
H 0.805 -2.967 4.421
O 0.438 -2.224 3.935
H 0.699 2.711 2.252
H 0.944 4.108 2.935
O 0.758 3.658 2.110
H -2.507 -0.121 -2.440
H -2.086 1.087 -3.224
O -2.730 0.815 -2.560
H 3.931 -2.400 -0.544
H 2.581 -2.298 0.173
O 2.993 -2.271 -0.714
H 4.089 -0.193 1.080
H 2.881 0.577 1.424
O 3.686 0.663 0.895
H -2.382 0.984 2.691
H -2.999 -0.172 3.548
O -2.602 0.051 2.700
*
```

Values from the calculation:
HOMO level = -11.441 eV
LUMO = -0.1003 hartree
ΔE to the lowest compared entry with this formula, charge and spin = 260.12 kJ/mol

***

What did the first record say?
A cluster of 14 separate species, C4H35N2O15 in total at a distorted geometry. Source: OMol25; level of theory: the ωB97M-V functional and the def2-TZVPD basis.

Geometry as ORCA input:
```
! RIJCOSX wB97M-V def2-TZVPD def2/J DEFGRID3
* xyz -1 1
C -1.698 -0.848 0.391
O -1.707 -1.441 1.619
C -0.183 -0.733 -0.232
C -0.209 -0.440 -1.731
C 1.056 0.206 -2.236
N 0.957 0.418 -3.597
O 2.026 0.478 -1.570
N 0.511 -2.017 -0.032
H -2.144 0.171 0.587
H -2.321 -1.377 -0.339
H 0.360 -0.036 0.369
H -0.996 0.322 -1.837
H -0.621 -1.252 -2.345
H 1.711 0.991 -3.952
H 0.155 0.530 -4.223
H -0.085 -2.793 -0.334
H 0.635 -2.213 0.955
H -2.768 1.107 -3.938
H -1.835 2.073 -3.213
O -1.842 1.359 -3.869
H -0.758 -1.188 2.522
H 0.229 -1.237 3.940
O 0.235 -0.957 3.018
H 0.750 1.631 0.911
H -0.324 2.529 1.520
O 0.409 2.529 0.856
H 2.757 -1.289 -0.812
H 2.691 -2.796 -0.451
O 3.291 -2.055 -0.567
H 1.489 0.091 2.177
H 2.485 -0.324 3.069
O 2.257 0.507 2.621
H 4.078 0.234 1.820
H 4.785 -0.963 1.343
O 4.981 -0.043 1.581
H -1.042 -3.479 -2.003
H -2.196 -4.215 -1.576
O -1.833 -3.857 -2.406
H 0.022 0.879 3.822
H 1.293 1.520 4.210
O 0.349 1.556 4.436
H -0.967 3.832 -1.903
H -0.567 2.853 -0.663
O -0.907 2.937 -1.585
H -1.287 2.571 3.784
H -2.103 1.935 2.680
O -1.506 2.676 2.845
H -2.910 -3.500 0.351
H -1.657 -3.011 1.182
O -2.105 -3.830 0.764
H 3.352 2.089 -0.989
H 1.950 2.674 -0.822
O 2.861 2.917 -1.013
H -3.049 0.415 -2.021
H -4.093 1.142 -1.134
O -3.963 0.718 -1.983
*
```

Values from the calculation:
HOMO level = -5.959 eV
LUMO = 0.0883 hartree
ΔE to the lowest compared entry with this formula, charge and spin = 138.07 kJ/mol